Record 1
The molecule C3H4N4O in a non-equilibrium geometry, computed with the ωB97M-V functional and the def2-TZVPD basis.

Atoms and positions in Å:
C  -0.016  1.170  -0.135
C  2.066  0.217  0.100
C  -0.588  -1.192  -0.166
H  -2.908  0.443  0.697
H  -0.830  1.986  -0.305
H  3.133  0.463  0.470
H  -1.385  -1.890  -0.428
N  -0.864  0.106  0.388
N  1.293  1.314  -0.329
N  1.701  -1.073  0.104
N  0.604  -1.578  -0.247
O  -2.207  0.034  -0.150

Forces on atoms 1 to 2 (eV/Å):
-0.9 1.5 -1.0
0.1 -2.7 0.1

net charge: 0
SMILES: ON1C=NC=NN=C1
gap between HOMO and LUMO: 8.187 eV
energy above the lowest of the compared OMol25 structures with the same formula, charge and spin: 654.8 kJ/mol
HOMO energy: -8.6 eV


Record 2
A 2-piece molecular cluster, C10H9Cl2FN2O2 overall in a non-equilibrium geometry, computed with the ωB97M-V functional and the def2-TZVPD basis.

Atoms and positions in Å:
C  -4.097  -1.524  1.222
C  -3.023  -1.682  0.187
O  -1.785  -2.040  0.932
C  -0.632  -1.784  0.387
C  0.710  -2.040  1.259
C  1.791  -1.735  0.319
N  2.834  -1.773  -0.208
O  -0.484  -1.293  -0.722
H  -5.072  -1.572  0.736
H  -4.032  -2.297  1.990
H  -3.989  -0.546  1.695
H  -3.224  -2.492  -0.520
H  -2.817  -0.764  -0.358
H  0.343  -1.418  2.089
Cl  3.721  0.515  5.386
C  2.457  1.168  6.335
N  1.235  1.036  5.814
F  1.120  -3.068  1.984
C  0.221  1.546  6.516
Cl  -1.319  1.362  5.796
C  0.372  2.192  7.758
C  1.655  2.328  8.293
C  2.721  1.792  7.568
H  -0.526  2.553  8.246
H  1.818  2.832  9.244
H  3.753  1.824  7.900

Forces on atoms 1 to 2 (eV/Å):
-0.1 0.3 0.1
0.9 -0.4 0.2

net charge: 0
SMILES: CCOC(=O)[C@@H](F)C#N.Clc1cccc(Cl)n1
gap between HOMO and LUMO: 9.957 eV
energy above the lowest of the compared OMol25 structures with the same formula, charge and spin: 0.0 kJ/mol
HOMO energy: -9.6 eV


Record 3
C18H42CoN6O14S as an isolated structure in a non-equilibrium geometry, computed with the ωB97M-V functional and the def2-TZVPD basis.

Atoms and positions in Å:
Co  -11.599  17.545  -6.491
O  -13.316  16.220  -6.016
C  -12.952  15.805  -4.687
C  -11.400  15.754  -4.313
O  -10.586  16.839  -4.853
H  -13.259  14.772  -4.518
H  -13.565  16.367  -3.982
H  -10.989  14.776  -4.563
H  -11.318  15.639  -3.233
C  -8.225  13.910  -5.501
N  -7.200  14.145  -6.554
O  -6.961  13.188  -7.302
O  -6.723  15.259  -6.677
H  -8.036  14.476  -4.589
H  -7.962  12.866  -5.335
H  -9.114  14.095  -6.102
C  -15.556  15.221  -8.167
N  -16.286  15.434  -9.441
O  -17.419  15.802  -9.485
O  -15.597  15.307  -10.444
H  -14.531  14.898  -8.351
H  -16.079  14.514  -7.523
H  -15.457  16.168  -7.636
C  -10.607  19.893  -2.995
C  -10.148  19.399  -1.637
O  -11.090  19.782  -0.674
S  -11.954  21.162  -1.183
O  -11.629  22.414  -0.421
O  -13.361  20.831  -1.367
O  -11.192  21.197  -2.717
H  -11.484  19.414  -3.432
H  -9.837  20.016  -3.756
H  -9.103  19.672  -1.489
H  -10.012  18.328  -1.785
C  -13.765  19.398  -5.038
O  -12.709  19.199  -5.586
N  -14.343  20.552  -4.534
C  -15.735  20.566  -4.050
C  -13.671  21.762  -4.754
H  -14.446  18.566  -4.802
H  -16.323  21.039  -4.837
H  -15.809  21.150  -3.133
H  -16.063  19.545  -3.858
H  -12.612  21.510  -4.814
H  -13.969  22.130  -5.736
H  -13.908  22.476  -3.965
C  -10.070  15.357  -8.425
O  -10.674  16.152  -7.634
N  -10.386  14.052  -8.592
C  -9.649  13.255  -9.451
C  -11.530  13.406  -7.923
H  -9.315  15.746  -9.125
H  -10.176  13.041  -10.381
H  -9.298  12.366  -8.926
H  -8.751  13.715  -9.863
H  -11.208  12.503  -7.403
H  -11.930  14.111  -7.194
H  -12.424  13.088  -8.461
C  -13.072  18.089  -9.424
O  -12.514  18.191  -8.331
N  -12.596  18.501  -10.568
C  -13.365  18.234  -11.821
C  -11.230  19.002  -10.853
H  -14.091  17.743  -9.658
H  -14.402  17.905  -11.748
H  -12.806  17.420  -12.283
H  -13.251  19.101  -12.472
H  -10.964  18.739  -11.877
H  -11.266  20.087  -10.763
H  -10.549  18.598  -10.104
C  -9.370  19.904  -6.520
O  -10.315  19.167  -6.798
N  -8.035  19.925  -6.980
C  -6.947  20.810  -6.378
C  -7.389  18.867  -7.728
H  -9.345  20.592  -5.661
H  -6.392  20.249  -5.626
H  -7.312  21.771  -6.015
H  -6.196  20.905  -7.162
H  -6.554  18.490  -7.138
H  -8.058  18.050  -7.998
H  -6.892  19.108  -8.668

Forces on atoms 1 to 2 (eV/Å):
-1.3 -1.1 1.5
1.9 0.2 0.9

2S+1: 4
net charge: 0
gap between HOMO and LUMO (spin up / spin down): 6.967 / 6.940 eV
energy above the lowest of the compared OMol25 structures with the same formula, charge and spin: 43.2 kJ/mol
HOMO energy (spin up / spin down): -6.8 / -6.7 eV


Record 4
The molecule C20H14N2O5 in a non-equilibrium geometry, computed with the ωB97M-V functional and the def2-TZVPD basis.

Atoms and positions in Å:
N  -4.290  -0.599  0.507
O  5.516  1.116  5.188
C  -3.200  -0.260  0.599
O  3.938  0.850  6.813
O  4.911  0.310  2.601
O  -1.981  -0.305  -5.738
O  -2.989  -2.234  -3.970
C  4.368  1.030  5.503
C  -1.814  -0.049  0.854
C  -0.823  0.027  -0.210
C  -1.134  0.440  1.994
C  0.373  0.362  0.382
C  -0.723  0.623  -3.990
C  -0.496  0.753  -2.550
C  -1.876  -1.151  -2.169
C  2.031  1.051  4.813
C  1.033  0.884  3.967
C  2.660  0.495  2.216
C  -1.580  -0.295  -4.428
C  -2.204  -1.222  -3.530
C  3.663  0.633  3.062
C  -0.998  -0.180  -1.688
C  3.397  0.929  4.442
C  1.334  0.665  2.592
N  0.258  0.552  1.736
C  -2.919  -1.407  -6.219
C  -3.801  -1.844  -5.096
H  4.710  0.606  7.362
H  5.529  0.791  3.159
H  -1.645  0.559  2.926
H  1.309  0.497  -0.239
H  -0.150  1.405  -4.572
H  0.102  1.558  -2.102
H  -2.188  -2.043  -1.619
H  1.764  1.340  5.782
H  -0.032  0.955  4.337
H  2.818  0.212  1.226
H  -3.634  -0.991  -7.017
H  -2.374  -2.216  -6.680
H  -4.475  -1.133  -4.835
H  -4.389  -2.712  -5.407

Forces on atoms 1 to 2 (eV/Å):
-0.7 0.1 -0.3
2.1 0.3 0.5

net charge: 0
SMILES: N#Cc1cn(-c2ccc(C(=O)O)c(O)c2)cc1-c1ccc2c(c1)OCCO2
gap between HOMO and LUMO: 7.721 eV
energy above the lowest of the compared OMol25 structures with the same formula, charge and spin: 154.0 kJ/mol
HOMO energy: -8.1 eV


Record 5
C30H18F16GeN2NiO7S as an isolated structure, computed with the ωB97M-V functional and the def2-TZVPD basis.

Atoms and positions in Å:
Ni  -0.204  -0.753  0.870
C  2.655  -1.383  2.149
O  1.844  -0.530  1.348
C  2.424  0.694  0.926
C  1.320  1.723  0.845
O  0.310  1.153  0.005
C  -0.833  1.967  -0.275
C  -2.027  1.493  0.531
O  -2.076  0.081  0.370
C  -3.355  -0.522  0.530
H  3.576  -1.638  1.622
H  2.081  -2.289  2.325
H  2.885  -0.900  3.102
H  2.885  0.548  -0.056
H  3.186  1.023  1.636
H  1.692  2.648  0.398
H  0.906  1.923  1.837
H  -1.033  1.850  -1.339
H  -0.611  3.015  -0.063
H  -2.941  1.947  0.139
H  -1.924  1.735  1.592
H  -4.045  -0.124  -0.215
H  -3.745  -0.340  1.535
H  -3.218  -1.586  0.373
F  -1.181  3.226  6.443
C  -0.541  2.063  6.291
C  -1.123  1.027  5.686
N  -0.491  -0.189  5.539
C  -1.086  -1.216  4.702
C  -0.777  -0.983  3.233
O  -0.770  -1.966  2.450
O  -0.535  0.183  2.826
C  0.829  -0.362  5.914
O  1.460  -1.368  5.675
N  1.376  0.715  6.584
C  0.820  1.975  6.807
O  1.434  2.856  7.358
H  -2.128  1.096  5.295
H  -2.167  -1.210  4.851
H  -0.700  -2.187  4.998
H  2.331  0.590  6.889
F  2.855  -3.774  0.322
C  2.868  -4.526  -0.790
C  1.672  -4.941  -1.352
C  1.772  -5.694  -2.507
F  0.673  -6.112  -3.153
C  2.990  -6.043  -3.068
F  3.043  -6.775  -4.181
C  4.161  -5.618  -2.468
F  5.339  -5.940  -2.996
C  4.102  -4.850  -1.318
F  5.229  -4.430  -0.739
Ge  0.003  -4.242  -0.563
S  0.133  -2.126  -0.950
C  -1.532  -5.178  -1.385
C  -1.551  -6.561  -1.324
F  -0.507  -7.208  -0.779
C  -2.596  -7.327  -1.802
F  -2.567  -8.657  -1.728
C  -3.690  -6.687  -2.362
F  -4.713  -7.399  -2.825
C  -3.717  -5.307  -2.429
F  -4.778  -4.690  -2.954
C  -2.647  -4.575  -1.939
F  -2.752  -3.243  -2.004
C  -0.185  -4.887  1.293
C  0.755  -5.581  2.035
F  1.938  -5.916  1.506
C  0.524  -5.980  3.341
F  1.455  -6.646  4.025
C  -0.691  -5.692  3.938
F  -0.924  -6.058  5.195
C  -1.665  -5.027  3.216
F  -2.839  -4.735  3.787
C  -1.395  -4.651  1.917
F  -2.374  -4.022  1.244

Forces on atoms 1 to 2 (eV/Å):
0.0 -0.1 0.1
0.1 0.0 0.0

2S+1: 3
net charge: 0
gap between HOMO and LUMO (spin up / spin down): 8.657 / 8.542 eV
energy above the lowest of the compared OMol25 structures with the same formula, charge and spin: 0.0 kJ/mol
HOMO energy (spin up / spin down): -8.5 / -8.5 eV


Record 6
The molecule C7H8BClO2 in a non-equilibrium geometry, computed with the ωB97M-V functional and the def2-TZVPD basis.

Atoms and positions in Å:
B  2.456  0.925  -0.928
C  -2.365  -0.815  0.069
C  -1.556  -1.126  1.143
C  -2.022  0.096  -0.924
C  -0.390  -0.457  1.287
C  -0.783  0.787  -0.733
C  0.036  0.491  0.383
C  1.354  1.261  0.514
O  2.280  -0.206  -1.594
O  2.065  0.722  1.600
Cl  1.153  2.978  0.659
H  -3.413  -1.301  -0.065
H  -1.999  -1.834  1.975
H  -2.560  0.339  -1.788
H  0.160  -0.561  2.146
H  -0.543  1.479  -1.520
H  3.270  1.670  -1.669
H  1.686  -0.963  -1.618
H  1.979  1.167  2.477

Forces on atoms 1 to 2 (eV/Å):
-1.1 1.1 -0.2
-5.6 0.4 -5.5

2S+1: 3
net charge: 0
gap between HOMO and LUMO (spin up / spin down): 5.601 / 6.590 eV
energy above the lowest of the compared OMol25 structures with the same formula, charge and spin: 173.5 kJ/mol
HOMO energy (spin up / spin down): -5.0 / -9.4 eV


Record 7
A 2-piece molecular cluster, C4H12O overall in a non-equilibrium geometry, computed with the ωB97M-V functional and the def2-TZVPD basis.

Atoms and positions in Å:
C  0.579  0.829  -1.061
C  1.472  1.014  0.174
C  0.611  1.199  1.393
C  2.393  -0.392  0.236
H  1.090  0.928  -2.024
H  -0.010  -0.051  -1.045
H  -0.114  1.692  -1.139
H  2.207  1.798  0.038
H  -0.218  1.803  1.242
H  1.247  1.414  2.359
H  0.191  0.289  1.752
H  2.606  -0.631  -0.730
H  3.330  -0.492  0.680
H  1.783  -1.120  0.737
H  -4.434  -1.257  -0.675
H  -4.257  -2.564  0.221
O  -4.219  -2.213  -0.733

Forces on atoms 1 to 2 (eV/Å):
0.2 2.5 -0.4
1.6 -2.9 -0.5

net charge: 0
SMILES: CC(C)C.O
gap between HOMO and LUMO: 11.480 eV
energy above the lowest of the compared OMol25 structures with the same formula, charge and spin: 104.7 kJ/mol
HOMO energy: -10.7 eV